The following is a quantum chemistry calculation of a molecular structure, C17H18N6OPdS, from the OMol25 dataset.

```
! wB97M-V def2-TZVPD RIJCOSX def2/J DEFGRID3
* xyz 2 1
H -2.931 3.518 -3.554
H -0.210 -4.074 -2.719
H -2.845 1.601 -4.991
C 1.481 -2.825 3.071
H 1.100 -2.172 -1.718
H -1.531 -1.294 1.137
N -0.633 -3.231 -2.362
C -0.709 -1.745 1.676
C 3.078 2.725 0.493
H -2.716 -3.611 -2.759
H -2.968 -1.107 -1.652
N -2.204 1.195 -4.331
O -0.816 1.354 -2.558
N 0.706 0.005 0.876
H 0.068 -4.280 3.756
H 2.318 -3.292 3.571
C 2.149 1.772 0.183
C 0.210 -3.388 3.158
H 2.658 -1.275 2.176
N -2.256 3.052 -2.972
H 3.182 2.357 3.891
C 0.028 -2.200 -1.825
H 1.490 0.633 3.365
C 1.668 -1.686 2.323
C 3.455 2.912 1.832
C 1.995 1.170 2.572
C -2.083 -1.698 -1.820
C 0.564 -1.111 1.633
C 2.909 2.151 2.865
H 1.853 1.585 -0.841
H 3.519 3.332 -0.284
H -1.859 -3.308 2.552
C -1.740 1.863 -3.270
N -0.823 -1.253 -1.478
H -1.736 0.340 -4.578
C 1.618 0.942 1.215
N -1.330 2.133 0.373
C -1.978 -2.933 -2.369
S -3.320 3.931 1.032
Pd -0.619 0.598 -0.650
H 4.170 3.690 2.072
H -1.839 3.566 -2.214
C -0.884 -2.849 2.466
C -2.189 2.907 0.657
*
```

Values from the calculation:
Strongest force on any atom: 1.1 eV/Å
E_tot: -43208.7787 eV
Relative energy (zero: lowest compared OMol25 entry of this formula, charge and spin): 194.9 kJ/mol
HOMO-LUMO gap (spin up / spin down): 3.484 / 3.714 eV